Formula: C32H63BBr2CaClF3IMgN3NaO18P2S2
Source: OMol25
Level of theory: ωB97M-V/def2-TZVPD

Geometry (Å):
C: 5.86 -6.23 -2.05
O: 6.09 -5.00 -2.86
C: 5.91 -3.85 -1.96
C: 6.24 -2.40 -2.64
C: 5.60 -2.18 -4.13
C: 5.96 -0.68 -4.69
C: 4.68 0.35 -4.72
C: 4.92 1.74 -3.89
C: 3.63 2.14 -2.93
C: 3.64 1.03 -1.69
C: 2.27 1.14 -0.74
S: 2.35 2.86 -0.02
N: 1.14 1.10 -1.72
C: -0.19 0.59 -1.24
C: -0.92 1.72 -0.36
C: -2.45 1.45 0.11
C: -3.59 1.85 -1.03
I: -4.94 0.11 -1.39
P: -1.17 0.20 -2.88
N: -0.29 -1.01 -3.86
O: -1.25 1.63 -3.87
C: 0.05 -0.86 -0.55
C: -1.28 -1.79 -0.34
C: -1.18 -3.21 -1.20
C: -0.34 -4.38 -0.44
F: -0.02 -4.11 0.97
Br: -1.57 -6.01 -0.41
C: 0.98 -4.88 -1.33
F: 1.75 -3.76 -1.88
F: 1.83 -5.84 -0.61
Br: 0.26 -5.89 -2.94
C: 1.01 -0.78 0.81
P: 0.19 -0.16 2.36
C: 0.74 1.46 3.11
C: -0.10 -1.49 3.70
C: 2.41 -0.11 0.29
B: 3.58 0.03 1.43
N: 4.51 -1.19 1.66
O: 3.84 1.16 2.32
H: 6.49 -6.24 -1.06
H: 4.71 -6.24 -1.77
H: 6.13 -7.21 -2.63
H: 4.86 -3.92 -1.45
H: 6.70 -3.99 -1.09
H: 7.41 -2.30 -2.67
H: 5.82 -1.54 -1.95
H: 6.16 -2.94 -4.84
H: 4.46 -2.45 -4.19
H: 6.38 -0.78 -5.77
H: 6.77 -0.24 -3.98
H: 4.45 0.53 -5.87
H: 3.76 -0.26 -4.31
H: 5.91 1.67 -3.26
H: 5.09 2.61 -4.67
H: 3.83 3.21 -2.52
H: 2.70 2.05 -3.62
H: 3.71 -0.03 -2.17
H: 4.61 1.30 -1.07
H: 2.05 3.76 -1.06
H: 1.43 0.47 -2.52
H: 0.95 2.05 -2.15
H: -0.33 2.06 0.61
H: -0.95 2.71 -1.02
H: -2.65 2.24 0.99
H: -2.66 0.41 0.59
H: -3.09 2.18 -2.05
H: -4.29 2.70 -0.65
H: 0.21 -0.46 -4.61
H: -1.04 -1.55 -4.36
H: -2.04 1.52 -4.50
H: 0.73 -1.47 -1.32
H: -1.41 -1.98 0.82
H: -2.28 -1.30 -0.70
H: -0.76 -3.06 -2.28
H: -2.30 -3.56 -1.32
H: 1.28 -1.92 1.00
H: 1.69 1.25 3.79
H: -0.09 1.80 3.88
H: 0.88 2.37 2.39
H: 0.06 -0.95 4.74
H: 0.71 -2.32 3.63
H: -1.20 -1.89 3.72
H: 2.84 -0.96 -0.42
H: 5.33 -1.15 1.02
H: 3.96 -2.08 1.51
H: 4.81 1.25 2.56
C: -3.30 6.61 -2.21
C: -1.85 6.21 -1.99
O: -1.67 6.22 -0.57
S: -3.07 5.79 0.14
O: -3.01 4.38 0.45
O: -3.42 6.80 1.11
O: -4.04 5.98 -1.16
H: -3.43 7.69 -2.11
H: -3.68 6.29 -3.19
H: -1.15 6.90 -2.47
H: -1.65 5.18 -2.35
Cl: -2.15 4.75 -3.82
Mg: 2.98 -5.51 1.28
C: 3.96 -9.43 -0.39
O: 4.93 -8.90 -1.13
H: 2.98 -9.57 -0.87
H: 4.14 -10.44 0.03
H: 3.66 -8.88 0.52
O: -0.64 8.41 1.76
H: -1.24 7.88 1.26
C: -6.37 8.67 -1.63
O: -6.86 8.90 -0.54
O: -7.02 8.39 -2.65
O: -5.16 8.66 -1.89
Na: 4.08 -4.70 -2.82
Ca: -3.59 0.84 1.88
C: -8.24 -0.34 8.70
C: -8.91 0.72 7.83
O: -7.97 1.26 6.89
C: -7.74 0.50 5.79
O: -8.26 -0.57 5.54
O: -6.82 1.13 5.03
C: -6.42 0.40 3.88
H: -7.34 0.06 9.17
H: -8.93 -0.68 9.48
H: -7.94 -1.20 8.10
H: -9.24 1.55 8.46
H: -9.79 0.32 7.32
H: -7.29 0.10 3.28
H: -5.83 -0.47 4.17
H: -5.79 1.05 3.26
C: -2.24 -0.28 6.18
O: -3.11 -0.94 6.74
O: -1.18 0.09 6.71
O: -2.29 0.11 5.00

As for the HOMO energy: -3.674 eV. The calculation puts the orbital gap at 2.01 eV. Its charge is -1.